Entry 1:
C4H7NO3 | ωB97M-V with the def2-TZVPD basis set

Last column: natural (NBO) charge in e.
Geometry (Å):
O -0.873 0.579 0.250  -0.578
O 0.585 1.054 2.363  -0.578
O 2.051 -0.194 -0.663  -0.623
N 1.586 1.051 1.262  -0.348
C 1.290 0.099 0.313  0.610
C -0.602 -1.083 -0.959  -0.462
C -0.044 -0.639 0.458  -0.028
C -1.378 0.220 -1.102  -0.070
H -0.376 0.748 1.683  0.514
H 0.277 -0.915 -1.702  0.268
H -0.812 0.770 -1.944  0.179
H -0.472 -1.568 1.248  0.254
H -1.294 -1.954 -1.036  0.221
H -2.393 0.201 -1.597  0.212
H 2.455 1.632 1.424  0.430

Lowest unoccupied orbital energy (eV): 0.69
Total charge: 0
Electronic energy (eV): -11887.5181

---

Entry 2:
C4H7NO4P2 | ωB97M-V with the def2-TZVPD basis set

Last column: natural (NBO) charge in e.
Geometry (Å):
P 1.786 0.477 0.073  0.252
P -2.340 1.135 -0.856  0.564
O -2.777 -2.519 0.755  -0.752
O 4.063 -1.347 -1.181  -0.737
O 4.582 -0.116 0.587  -0.723
O -3.126 -0.744 -0.527  -0.755
N -1.005 0.514 -0.023  -0.776
C -2.475 -1.444 0.254  0.789
C -1.101 -0.715 0.647  -0.342
C 0.040 1.279 0.482  -0.435
C 3.900 -0.546 -0.288  0.739
H -0.414 -1.511 0.301  0.203
H -1.614 2.303 -1.393  -0.178
H -1.233 -0.505 1.775  0.189
H 0.092 2.272 -0.011  0.148
H 2.495 1.513 0.632  -0.038
H -2.474 0.405 -2.216  -0.091
H 1.601 -0.450 0.990  -0.055

Lowest unoccupied orbital energy (alpha / beta) (eV): 6.22 / 6.09
Total charge: -2
Electronic energy (eV): -32515.5139

---

Entry 3:
C4H7NOS | ωB97M-V with the def2-TZVPD basis set

Last column: natural (NBO) charge in e.
Geometry (Å):
S -0.104 0.915 -1.018  0.209
O 0.242 -1.426 0.205  -0.512
N -0.571 1.195 2.411  -0.279
C -0.048 0.577 1.584  0.227
C -1.035 -1.766 0.748  -0.280
C 1.008 0.240 -2.304  -0.737
C 0.512 -0.086 0.381  -0.124
H 0.901 0.825 -3.231  0.238
H -1.890 -1.108 0.470  0.192
H 0.685 -0.738 -2.611  0.221
H 1.601 -0.062 0.425  0.235
H 2.013 0.183 -1.924  0.217
H -1.263 -2.748 0.344  0.204
H -0.938 -1.747 1.853  0.188

Lowest unoccupied orbital energy (eV): 0.74
SMILES string: CO[C@H](C#N)SC
Total charge: 0
Electronic energy (eV): -18632.8938

---

Entry 4:
C4H7NOS | ωB97M-V with the def2-TZVPD basis set

Last column: natural (NBO) charge in e.
Geometry (Å):
S 0.053 -1.122 -3.654  0.532
O 0.590 -1.871 -2.226  -0.615
N -0.809 -0.812 0.759  -0.483
C -0.646 -0.013 -2.375  -0.543
C 0.219 -0.182 1.456  -0.264
C 0.334 1.337 1.287  -0.621
C -0.086 -0.889 -1.519  0.374
H 1.159 -0.669 1.324  0.186
H 1.169 1.737 1.887  0.210
H -0.742 -1.731 1.069  0.329
H -1.189 0.939 -2.555  0.271
H -0.553 1.829 1.697  0.209
H 0.524 1.715 0.278  0.212
H -0.023 -0.269 2.574  0.203

Lowest unoccupied orbital energy (eV): -1.05
Total charge: 0
Electronic energy (eV): -18627.3663

---

Record order is preserved below.
ΔE to the lowest compared entry with this formula, charge and spin: 178.9 46.7 38.2 165.7 kcal per mole